Entry 1:
# C6H40NO14

A 14-piece molecular cluster, C6H40NO14 overall in a non-equilibrium geometry (ωB97M-V/def2-TZVPD, the OMol25 dataset).

Computed properties:
Net charge ... +1
HOMO level ... -11.9 eV
Electronic energy ... -1360.4475 hartree

Last column: Mulliken charge in e.
Element x y z (Å)
O 1.71759 -0.61676 -3.67338  -0.4691
C 1.88215 0.22257 -4.52349  -0.0436
C 1.71047 1.74199 -4.24864  -0.8492
C 1.39476 2.32199 -2.87937  -0.6358
C 2.37395 1.84828 -1.77211  -0.7484
C 1.71586 0.82269 -0.89497  0.1133
C 2.35254 0.40959 0.39456  -1.0146
N 1.34754 -0.07907 1.36783  0.0560
H 2.09448 -0.17734 -5.55973  0.3776
H 0.96762 2.04102 -5.00549  0.4378
H 2.60578 2.10711 -4.68038  0.3771
H 1.44052 3.41936 -3.03323  0.2767
H 0.32627 2.20723 -2.63225  0.3832
H 2.74821 2.73571 -1.23902  0.3894
H 3.31803 1.48103 -2.16926  0.4194
H 1.44405 -0.01824 -1.56616  0.2971
H 0.66920 1.24023 -0.77246  0.0465
H 2.95107 -0.36429 -0.01197  0.2602
H 2.92420 1.08394 1.05559  0.4659
H 0.54328 0.58785 1.52350  0.4064
H 0.77597 -0.86878 1.02017  0.2228
H 1.82167 -0.33226 2.26835  0.4323
H -0.89584 2.69365 1.31134  0.2461
H 0.55497 3.08710 1.81484  0.2213
O 0.02124 2.39838 1.40299  -0.5197
H 0.24686 -4.03785 -0.25599  0.3407
H -0.89125 -3.47155 0.47659  0.2494
O 0.04954 -3.28433 0.37550  -0.6545
H -3.14940 -4.13387 2.27749  0.2961
H -3.80365 -3.10009 2.87756  0.2883
O -3.15761 -3.17156 2.15085  -0.5647
H 4.99502 1.09115 3.21706  0.2664
H 3.73075 0.97014 3.98645  0.3001
O 4.05958 0.88043 3.08351  -0.5606
H -2.90522 -1.47926 -4.57902  0.3148
H -1.91015 -1.01275 -3.62723  0.2910
O -2.39989 -1.82113 -3.83053  -0.5978
H -3.05589 1.21409 -0.74684  0.2934
H -4.30526 1.80091 -0.14531  0.2964
O -3.39423 2.03613 -0.35745  -0.5348
H -4.03174 0.91537 3.66396  0.3157
H -4.43244 0.44372 2.26509  0.3024
O -4.79418 0.74743 3.10072  -0.6051
H -4.47637 -1.54637 -1.30116  0.2867
H -3.43571 -0.87645 -0.38883  0.2855
O -4.27412 -0.71896 -0.83734  -0.6152
H 0.07979 -4.05273 -2.45551  0.3176
H -1.34000 -4.68172 -2.47938  0.2849
O -0.57818 -4.50976 -1.91786  -0.6187
H 1.53682 -2.88270 0.95569  0.3400
H 2.72254 -3.24457 1.97671  0.2793
O 2.17893 -2.51633 1.62968  -0.5624
H 2.95120 -1.21004 3.77741  0.3089
H 1.64903 -0.82197 4.53487  0.2165
O 2.26508 -0.53693 3.85505  -0.6071
H -2.55425 4.89192 1.14708  0.3063
H -2.61704 4.32657 -0.29297  0.2831
O -2.01960 4.55676 0.42526  -0.6048
H -1.01085 -0.93481 3.01085  0.3006
H -0.11436 0.23822 3.84148  0.2340
O -0.61933 -0.06011 3.08935  -0.6207

Forces on atoms 1 to 3 (eV/Å):
0.1 -0.2 0.2
-0.9 0.1 0.7
-0.8 -1.6 -1.5

---

Entry 2:
# C6H41NO14

A 14-piece molecular cluster, C6H41NO14 overall in a non-equilibrium geometry (ωB97M-V/def2-TZVPD, the OMol25 dataset).

Computed properties:
Net charge ... 0
HOMO level ... -8.7 eV
Electronic energy ... -1361.0566 hartree

Last column: Mulliken charge in e.
Element x y z (Å)
C 0.18908 2.26937 3.18137  -1.3153
C 0.91910 2.36474 1.73603  -0.3753
N 0.32922 1.88274 0.43582  0.8798
C -0.96342 2.42639 -0.02941  -0.0779
C -2.17338 2.57913 1.00270  -1.2034
C 0.45821 0.38440 0.45604  -0.3161
C -0.63472 -0.61055 0.65355  0.2092
O 0.08524 -1.77558 0.81304  -0.4715
H 0.88054 2.57001 4.02708  0.3560
H -0.62756 2.92032 3.26181  0.4851
H -0.28506 1.26066 3.32773  0.2322
H 0.94851 3.48562 1.78349  0.3019
H 1.95225 1.90587 2.00994  0.3598
H -1.01807 1.62464 -0.86654  -0.0241
H -0.79772 3.41526 -0.40798  0.3304
H -2.60182 1.63864 1.15450  0.2628
H -2.74689 3.12049 0.38194  0.6120
H -1.86757 2.96296 1.98808  0.0935
H 0.84908 0.12575 -0.50930  -0.7372
H 1.26903 0.24155 1.25182  0.6769
H -1.21624 -0.52818 -0.32347  0.1027
H -1.35925 -0.43691 1.42525  -0.0536
H 0.55731 -1.99821 0.09182  0.2663
H -3.62065 -0.24004 3.04549  0.2693
H -4.33033 0.71223 2.11681  0.2777
O -3.63604 0.60044 2.66710  -0.5669
H 2.62389 0.06723 -0.35116  0.1738
H 3.77289 -0.29806 -1.28012  0.3427
O 3.52426 -0.17240 -0.34552  -0.6153
H 1.32313 3.93032 -1.95490  0.3299
H 1.96195 2.86483 -1.22787  0.3528
O 2.07032 3.31650 -2.06521  -0.7291
H 1.30183 -2.15857 3.10135  0.3049
H 2.41338 -1.25385 3.13414  0.3714
O 1.60588 -1.51804 3.63430  -0.6330
H 1.77215 1.13483 -3.94417  0.2427
H 2.52268 1.69306 -2.86088  0.2130
O 1.92632 1.02406 -3.07747  -0.4533
H -1.17138 -3.55314 0.07419  0.4134
H -1.58585 -3.47711 -1.46803  0.3603
O -1.81234 -3.94396 -0.58000  -0.7659
H 1.67855 -1.13885 -3.55533  0.4227
H 0.39835 -0.89539 -2.81786  0.1738
O 1.00181 -1.63284 -3.04898  -0.7080
H -2.27819 -0.24790 -3.38317  0.4577
H -3.59514 -0.58048 -2.68270  0.3228
O -3.20663 0.05706 -3.27035  -0.6802
H -1.50619 1.07172 -3.71803  0.3872
H -0.14270 0.95950 -2.69670  0.3028
O -0.65516 0.58673 -3.48019  -0.8479
H -1.91373 -3.38814 2.98216  0.2183
H -0.64241 -2.75278 2.24348  0.2686
O -1.59412 -3.21281 2.22649  -0.6289
H -1.89201 -1.91187 -1.97979  0.1935
H -2.82554 -2.61697 -0.76542  0.4879
O -2.56204 -1.75095 -1.37506  -0.8159
H 2.56031 -1.78736 0.95343  0.3034
H 4.08625 -1.69715 1.15099  0.3183
O 3.39418 -2.00857 1.60845  -0.7061
H 2.01469 -2.32770 -1.97936  0.2912
H 2.74567 -3.01120 -0.89819  0.2308
O 2.12608 -2.27152 -0.97725  -0.4744

Forces on atoms 1 to 3 (eV/Å):
0.6 -2.2 -0.5
0.0 1.6 2.3
1.1 -0.5 2.8

---

Entry 3:
# C6H41NO14

A 15-piece molecular cluster, C6H41NO14 overall in a non-equilibrium geometry (ωB97M-V/def2-TZVPD, the OMol25 dataset).

Computed properties:
Net charge ... 0
HOMO level ... -8.7 eV
Electronic energy ... -1361.2708 hartree

Last column: Mulliken charge in e.
Element x y z (Å)
C 1.91645 0.88652 -1.30322  -1.1365
N 0.99190 -0.00184 -0.58600  -0.0471
C 1.24349 -1.44200 -0.86661  0.4917
C -0.06193 -2.23793 -0.84703  -1.0558
C -0.73256 -2.30230 0.49332  0.5986
C -1.40139 -3.35918 0.92783  -1.6182
C 2.24953 -2.01997 0.12157  -1.7293
H 1.67565 1.92084 -1.04345  0.2800
H 2.95444 0.71842 -0.99085  0.6029
H 1.81411 0.74842 -2.37701  0.3141
H 1.06103 0.15598 0.41531  -0.1547
H 1.66815 -1.49758 -1.87169  0.3996
H -0.76584 -1.79795 -1.56423  0.2065
H 0.13175 -3.25178 -1.21122  0.5922
H -0.64382 -1.40008 1.09561  0.1055
H -1.90793 -3.37204 1.88763  0.1896
H -1.51019 -4.26265 0.34103  0.6194
H 1.89489 -1.95099 1.15608  0.3324
H 3.19030 -1.47005 0.08556  0.8953
H 2.47373 -3.06192 -0.10774  0.3694
H 0.22619 2.49487 3.44122  0.3227
H -0.37226 2.23856 2.04907  0.5007
O 0.15192 1.79670 2.76463  -0.8445
H 0.26792 -1.83246 -5.36275  0.2847
H -0.37897 -0.95280 -4.26209  0.3967
O 0.14687 -1.76136 -4.41092  -0.6371
H 1.51060 -0.92709 2.07869  0.4255
H 1.41956 0.66226 2.08664  0.3483
O 1.93032 -0.10454 1.76253  -0.7633
H 0.09296 -4.77340 1.08393  0.4007
H 0.49626 -3.77794 2.19261  0.4286
O 0.58547 -4.70709 1.90991  -0.7240
H -2.27169 0.48077 -4.65930  0.2697
H -1.05438 1.36595 -4.22743  0.4093
O -1.45112 0.45900 -4.14935  -0.7819
H -0.78910 3.23619 -3.22634  0.4860
H 0.42393 3.30805 -4.21693  0.3057
O -0.49942 3.04767 -4.14878  -0.7327
H 3.15802 -0.13161 0.47296  0.1722
H 4.69891 -0.26778 0.53296  0.3487
O 3.96122 -0.20534 -0.08008  -0.7090
H -1.38797 2.25687 -1.46554  0.4976
H -2.26751 3.55854 -1.72619  0.3332
O -1.35901 3.27329 -1.57831  -0.9962
H -2.63916 0.64625 -0.01135  0.3890
H -2.64094 0.35274 1.51520  0.3669
O -3.01968 0.93945 0.83754  -0.8675
H -0.38785 -1.57352 3.04195  0.2629
H 0.67886 -2.35513 3.76796  0.2357
O 0.39935 -2.13698 2.87136  -0.6324
H -1.30316 4.11046 2.67165  0.3649
H -0.40547 5.17751 3.40729  0.3064
O -0.89662 4.36478 3.52620  -0.6720
H -1.60356 0.46884 -2.30412  0.3074
H -0.48865 0.42176 -1.07514  0.4887
O -1.44697 0.74310 -1.36822  -0.6559
H -2.13177 -0.14064 3.90384  0.2415
H -0.92138 0.52717 3.05436  0.5402
O -1.56309 -0.22922 3.13378  -0.7288
H -1.34014 3.33781 0.19233  0.3836
H -2.21293 2.42990 1.09311  0.4411
O -1.55730 3.17647 1.12624  -0.7688

Forces on atoms 1 to 3 (eV/Å):
0.0 0.5 0.3
-1.2 0.0 -1.5
0.1 0.0 0.5